Entry from the Open Molecules 2025 dataset: 2 unconnected molecules or ions with the total composition C2H9NPS (ωB97M-V/def2-TZVPD).

Properties
E_HOMO	-13.388	eV
E_tot	-23824.03585	eV
Kohn-Sham gap	8.52	eV
relative energy (zero: lowest compared OMol25 entry of this formula, charge and spin)	292.3	kJ/mol
total charge	+1

Each atom is followed by the atoms it is bonded to, with distances in Å.
Cartesian coordinates (Å):
1 C 0.71078 0.95482 -0.51367  C2 1.440, S5 1.926, H6 1.078, H7 1.060
2 C -0.16813 0.20158 0.34338  C1 1.440, N3 1.461, H8 1.121
3 N 0.16634 -1.22021 0.37071  C2 1.461, H9 1.058, H10 1.147, H11 1.091
4 P -2.51173 0.36518 -0.65420  H12 1.450, H13 1.402
5 S 2.55833 0.41306 -0.47881  C1 1.926, H14 1.368
6 H 0.59005 0.52384 -1.49471  C1 1.078
7 H 0.87039 2.00233 -0.55019  C1 1.060
8 H -0.45361 0.59082 1.35499  C2 1.121
9 H -0.09806 -1.82836 1.19520  N3 1.058
10 H 1.29605 -1.10303 0.21265  N3 1.147
11 H -0.14764 -1.60309 -0.60134  N3 1.091
12 H -3.40882 0.60218 0.45943  P4 1.450
13 H -2.43600 -0.97883 -0.26156  P4 1.402
14 H 3.03204 1.07973 0.61812  S5 1.368

Here are the Mulliken charges for atoms 1 to 2, given in e: atom 1 (C): -0.80, atom 2 (C): -0.42